(i)
ORCA calculation (wB97M-V/def2-TZVPD) on a cluster of 3 separate species, C5H15NO2 in total.

Last column: natural (NBO) charge in e.
Cartesian coordinates (Å):
O (1.2221, -2.2620, -1.6801)  -0.9832
O (0.2918, 0.1212, -3.2656)  -0.9055
N (-1.1997, 2.1701, -1.3326)  -0.8184
C (-0.1330, -1.6551, 1.7767)  -0.6317
C (-0.7991, 1.5243, -0.1686)  -0.0145
C (0.3917, 0.9406, 0.1246)  -0.2771
C (0.7248, 0.6759, 1.5638)  -0.4256
C (-0.3325, -0.2305, 2.2930)  -0.3845
H (0.7498, -2.2217, 2.0589)  0.2099
H (-1.0195, -2.1713, 2.1853)  0.2015
H (-1.5038, 1.6721, 0.6681)  0.1764
H (-0.3468, -0.6071, -3.2221)  0.4651
H (-0.2170, -0.1074, 3.3867)  0.2017
H (-0.1499, 0.7208, -2.6415)  0.4486
H (-2.0261, 2.7409, -1.3464)  0.3932
H (-0.1242, -1.8034, 0.6937)  0.2316
H (1.1137, 0.7774, -0.6814)  0.2036
H (2.1654, -2.4600, -1.6212)  0.4867
H (1.6926, 0.2057, 1.4968)  0.2046
H (0.9199, -1.5736, -2.2733)  0.4885
H (0.8877, 1.6162, 2.1069)  0.2023
H (-1.0080, 1.6999, -2.2080)  0.3335
H (-1.2999, 0.2270, 2.0862)  0.1935

Results
**E_HOMO**: -8.00 eV
**Kohn-Sham gap**: 8.71 eV
**SMILES string**: CCC/C=C/N.O.O
**LUMO energy**: 0.026 hartree

(ii)
ORCA calculation (wB97M-V/def2-TZVPD) on a cluster of 2 separate species, C5H15NO2 in total.

Last column: natural (NBO) charge in e.
Cartesian coordinates (Å):
O (-1.9399, -1.0785, -0.0185)  -0.7525
O (-2.1161, -1.9562, 2.7796)  -0.9377
N (0.8244, 0.3930, -0.7340)  -0.4544
C (2.1844, 0.4824, -1.3047)  -0.4159
C (0.6416, 1.9752, 1.1887)  -0.6262
C (-1.4140, -0.5457, -1.2389)  -0.0778
C (0.0889, -0.7712, -1.2511)  -0.2375
C (0.7708, 0.5149, 0.7336)  -0.2240
H (2.4980, -0.4719, -1.7366)  0.1818
H (1.6905, 0.0918, 1.1525)  0.1694
H (2.1209, 1.1840, -2.1344)  0.1950
H (-1.5695, -1.3761, 2.2343)  0.4764
H (-0.0475, -0.1075, 1.0715)  0.1978
H (0.4578, -0.9043, -2.2571)  0.2016
H (0.2445, 2.5708, 0.3656)  0.2186
H (-1.8758, -1.0445, -2.0859)  0.1672
H (2.8576, 0.8852, -0.5549)  0.1987
H (-1.5734, 0.5266, -1.2698)  0.1806
H (1.6070, 2.3546, 1.5173)  0.2057
H (-2.7735, -2.2541, 2.1437)  0.4622
H (-2.8748, -0.8423, 0.0436)  0.4735
H (0.2934, -1.6444, -0.6318)  0.1861
H (-0.0953, 2.0180, 1.9872)  0.2114

Results
**E_HOMO**: -8.33 eV
**Kohn-Sham gap**: 9.00 eV
**SMILES string**: CCN(C)CCO.O
**LUMO energy**: 0.024 hartree

It is (ii) that is most stable; the runner-up trails by 53.6 kJ/mol.

(i)
ORCA calculation (wB97M-V/def2-TZVPD) on the ion C5H12NO with charge -1.

Last column: natural (NBO) charge in e.
Cartesian coordinates (Å):
O (3.0119, -0.3890, 0.3419)  -0.9300
N (0.9286, 0.5969, 1.1008)  -0.7038
C (-0.5438, 0.4958, -0.7837)  -0.4016
C (2.3917, 0.7433, 0.5664)  0.1523
C (-1.7405, 0.0237, -1.6313)  -0.6165
C (0.1718, -0.3353, 0.3036)  -0.0683
C (-0.8726, -1.1961, 1.0081)  -0.6119
H (-1.4725, -0.8415, -2.2430)  0.1898
H (0.7877, -0.9617, -0.3589)  0.1947
H (2.3101, 1.4378, -0.3005)  0.0567
H (-2.2679, 0.8250, -2.1315)  0.1993
H (2.8028, 1.3941, 1.3867)  0.0520
H (-0.8503, 1.4966, -0.4484)  0.1885
H (0.2415, 0.8484, -1.4685)  0.1958
H (1.0765, 0.2271, 2.0329)  0.3347
H (-2.4592, -0.3471, -0.8883)  0.1879
H (-1.3272, -1.8399, 0.2576)  0.1968
H (-0.5224, -1.6664, 1.9068)  0.2029
H (-1.6662, -0.5117, 1.3492)  0.1809

Results
**E_HOMO**: -2.50 eV
**Total charge**: -1
**Kohn-Sham gap**: 6.33 eV
**SMILES string**: CC[C@H](C)NC[O-]
**LUMO energy**: 0.141 hartree

(ii)
ORCA calculation (wB97M-V/def2-TZVPD) on the ion C5H12NO with charge -1.

Last column: natural (NBO) charge in e.
Cartesian coordinates (Å):
O (2.3629, -0.0973, 0.2096)  -0.9476
N (0.2143, -1.4378, -0.7781)  -0.8744
C (1.5695, 0.6395, -0.5491)  -0.0017
C (0.0405, -0.0086, -0.7387)  -0.0917
C (-0.9084, 0.5414, 0.3049)  -0.2178
C (-2.3661, 0.5538, -0.1614)  -0.6022
C (-0.6929, -0.1453, 1.6872)  -0.6080
H (1.4739, 1.7032, -0.2054)  0.0710
H (0.8435, -1.6991, -0.0238)  0.3814
H (-1.5637, 0.1138, 2.2970)  0.1701
H (1.8451, 0.6027, -1.6504)  0.0383
H (-0.6299, 1.5487, 0.6575)  0.1871
H (-0.2745, 0.2836, -1.7540)  0.1454
H (0.2308, 0.2431, 2.0813)  0.2310
H (-0.7180, -1.2356, 1.6770)  0.1987
H (0.6851, -1.6499, -1.6422)  0.3443
H (-2.4169, 1.0692, -1.1225)  0.1953
H (-2.9424, 1.0628, 0.6126)  0.1819
H (-2.7830, -0.4441, -0.3088)  0.1990

Results
**E_HOMO**: -2.24 eV
**Total charge**: -1
**Kohn-Sham gap**: 6.31 eV
**SMILES string**: CC(C)[C@H](N)C[O-]
**LUMO energy**: 0.150 hartree

It is (ii) that is most stable; the runner-up trails by 20.5 kJ/mol.

(i)
ORCA calculation (wB97M-V/def2-TZVPD) on the ion C5H12NO with charge -1.

Last column: natural (NBO) charge in e.
Cartesian coordinates (Å):
O (-0.1902, 3.2699, 0.8777)  -0.9455
N (0.0668, 0.6270, -0.8082)  -0.6659
C (-0.9989, 2.8250, -0.0794)  -0.0069
C (0.8294, -0.2871, 0.0083)  -0.2010
C (0.5462, -1.7789, -0.3938)  -0.4203
C (-1.0972, 1.2869, -0.1979)  -0.2565
C (0.7238, -2.7231, 0.7796)  -0.6125
H (0.6406, 1.3317, -1.2450)  0.3653
H (1.8722, -0.1021, -0.2756)  0.1679
H (0.7739, -0.0958, 1.0806)  0.1775
H (-2.0932, 3.1108, 0.0550)  0.0487
H (-0.8165, 3.2171, -1.1225)  0.0509
H (0.2221, -2.3665, 1.6769)  0.2040
H (0.2402, -3.6732, 0.5141)  0.1912
H (-2.0156, 1.0219, -0.7503)  0.1394
H (-1.2030, 0.9612, 0.8389)  0.1701
H (-0.4822, -1.6471, -0.7352)  0.2133
H (1.2212, -2.0120, -1.2187)  0.1868
H (1.7604, -2.9658, 0.9954)  0.1934

Results
**E_HOMO**: -2.29 eV
**Total charge**: -1
**Kohn-Sham gap**: 5.98 eV
**SMILES string**: CCCNCC[O-]
**LUMO energy**: 0.136 hartree

(ii)
ORCA calculation (wB97M-V/def2-TZVPD) on the ion C5H12NO with charge -1.

Last column: natural (NBO) charge in e.
Cartesian coordinates (Å):
O (0.8158, 2.0519, -2.0311)  -0.9520
N (0.3182, -0.4020, 0.7649)  -0.4625
C (-0.7565, -0.6828, 1.6568)  -0.3981
C (0.0935, 0.8284, -0.0769)  -0.0745
C (1.1604, 1.0540, -1.2077)  -0.0054
C (-1.3042, 0.9343, -0.6525)  -0.6784
C (0.8153, -1.6098, 0.1261)  -0.4131
H (-1.6424, 0.0078, -1.1230)  0.1840
H (1.2484, -2.2407, 0.8967)  0.1709
H (-1.1810, 1.7005, -1.4255)  0.2781
H (1.3692, 0.0672, -1.7204)  0.0576
H (-0.7932, 0.0750, 2.4458)  0.1816
H (0.3704, 1.5940, 0.6467)  0.1753
H (-1.7334, -0.8019, 1.1595)  0.1563
H (-0.5796, -1.6363, 2.1702)  0.1727
H (-1.9830, 1.3338, 0.0974)  0.1795
H (2.1399, 1.2085, -0.6709)  0.0724
H (1.5890, -1.3435, -0.5875)  0.2138
H (0.0533, -2.1384, -0.4684)  0.1417

Results
**E_HOMO**: -2.29 eV
**Total charge**: -1
**Kohn-Sham gap**: 6.21 eV
**SMILES string**: C[C@H](C[O-])N(C)C
**LUMO energy**: 0.144 hartree

(iii)
ORCA calculation (wB97M-V/def2-TZVPD) on the ion C5H12NO with charge -1.

Last column: natural (NBO) charge in e.
Cartesian coordinates (Å):
O (2.1104, -2.1117, -0.8880)  -0.9644
N (0.1057, -0.9295, -0.5257)  -0.7155
C (1.3239, 0.1320, 1.4501)  -0.6776
C (1.2178, -1.3047, -1.4908)  0.1328
C (-2.0466, 0.8904, -0.4509)  -0.6126
C (0.2484, 0.2681, 0.2495)  -0.0158
C (-1.1447, 0.7741, 0.8172)  -0.4157
H (1.9984, -0.6511, 1.0732)  0.2702
H (-1.7239, 1.7820, -1.0204)  0.1784
H (1.9197, 1.0331, 1.6161)  0.1812
H (-1.9820, 0.0042, -1.0540)  0.2406
H (0.5612, 1.0803, -0.4079)  0.1649
H (-1.5984, -0.0465, 1.4064)  0.1885
H (0.7094, -0.0229, 2.3407)  0.1822
H (-1.1163, 1.7796, 1.2210)  0.1894
H (-3.1193, 1.1236, -0.2962)  0.1744
H (0.1846, -1.6980, 0.1385)  0.3553
H (0.6021, -1.7114, -2.3230)  0.0706
H (1.7496, -0.3914, -1.8560)  0.0731

Results
**E_HOMO**: -2.45 eV
**Total charge**: -1
**Kohn-Sham gap**: 6.42 eV
**SMILES string**: CC[C@@H](C)NC[O-]
**LUMO energy**: 0.146 hartree

It is (iii) that is most stable; the runner-up trails by 9.3 kJ/mol.

(i)
ORCA calculation (wB97M-V/def2-TZVPD) on an isolated molecule of C2H4BrCl.

Last column: natural (NBO) charge in e.
Cartesian coordinates (Å):
Br (1.9845, 1.0465, -0.2108)  0.0062
Cl (0.9969, -1.8151, 0.3390)  -0.0291
C (-0.8528, 0.3015, 0.3510)  -0.6068
C (0.5509, -0.2750, -0.4467)  -0.2367
H (-1.5123, -0.5356, 0.0691)  0.2254
H (-0.8584, 1.3159, -0.0836)  0.2276
H (-0.6137, 0.3102, 1.4172)  0.2223
H (0.3048, -0.3485, -1.4350)  0.1911

Results
**E_HOMO**: -10.30 eV
**Kohn-Sham gap**: 11.08 eV
**SMILES string**: C[C@H](Cl)Br
**LUMO energy**: 0.029 hartree

(ii)
ORCA calculation (wB97M-V/def2-TZVPD) on a cluster of 2 separate species, C2H4BrCl in total.

Last column: natural (NBO) charge in e.
Cartesian coordinates (Å):
Br (-0.0385, 1.7635, 2.6685)  0.1208
Cl (-0.6593, 2.9880, -0.1025)  0.0295
C (0.5709, -0.4652, -0.4350)  -0.4874
C (-0.7583, 1.6461, 0.9580)  -0.3956
H (1.4457, 0.0165, -0.7199)  0.1663
H (0.4462, -0.3143, 0.6121)  0.1664
H (-1.7986, 1.2204, 0.7677)  0.2178
H (-0.0167, -1.1673, -1.0201)  0.1822

Results
**E_HOMO (alpha / beta)**: -8.86 / -8.52 eV
**Kohn-Sham gap (alpha / beta)**: 8.44 / 8.63 eV
**LUMO energy (alpha / beta)**: -0.015 / 0.004 hartree

It is (i) that is most stable; the runner-up trails by 339.7 kJ/mol.